This record from OMol25 describes C11H30ClI2N2P2SSm as an isolated structure in a non-equilibrium geometry. The level of theory is ωB97M-V/def2-TZVPD.

Element x y z (Å)
I -3.256 2.499 -1.942
I -4.654 0.042 -3.304
Sm -1.806 0.099 -1.120
P 0.107 -0.009 -3.601
C -0.361 0.560 -5.266
C 1.825 0.642 -3.358
H 2.518 0.383 -4.178
H 1.322 -1.849 -4.784
H 2.187 0.262 -2.391
H 0.678 -2.336 -3.156
H -0.681 1.608 -5.199
H 1.761 1.737 -3.262
C 0.481 -1.764 -4.073
H 0.455 0.453 -6.008
H -0.438 -2.160 -4.533
H -1.229 -0.053 -5.565
P -3.511 -0.615 1.371
C -5.271 -0.177 1.442
C -3.704 -2.453 1.545
H -2.048 -0.780 3.283
H -3.693 -0.203 3.854
H -2.555 0.887 2.987
C -2.925 -0.148 3.056
H -2.716 -2.917 1.407
H -4.153 -2.784 2.497
H -5.754 -0.412 2.415
H -5.769 -0.735 0.629
H -4.349 -2.768 0.708
H -5.368 0.898 1.233
Cl 0.371 -1.121 -0.381
C 4.866 1.291 0.419
C 3.748 1.986 1.181
N 2.424 1.733 0.553
C 1.281 1.438 1.229
S -0.258 1.818 0.565
N 1.419 0.925 2.468
C 2.167 -0.330 2.701
C 1.486 -1.355 3.583
H 4.671 0.204 0.373
H 5.811 1.426 0.981
H 4.925 1.705 -0.611
H 3.722 1.716 2.243
H 3.904 3.075 1.165
H 2.231 2.081 -0.383
H 0.681 1.121 3.160
H 2.422 -0.736 1.709
H 3.123 -0.025 3.130
H 0.714 -1.830 2.976
H 2.206 -2.158 3.811
H 0.991 -0.869 4.440

Summary:
Orbital gap (alpha / beta) ... 4.035 / 4.069 eV
⟨S²⟩ ... 8.768
2S+1 ... 6
LUMO energy (alpha / beta) ... -10.4 / -10.4 eV
Electronic energy ... -90902.6739 eV
Charge ... +2

=====

This record from OMol25 describes a 2-piece molecular cluster, C16H13F3NO3S overall in a non-equilibrium geometry. The level of theory is ωB97M-V/def2-TZVPD.

Element x y z (Å)
C 0.310 3.947 -2.520
O 0.056 2.631 -2.948
C -0.670 1.838 -2.057
C -0.900 0.506 -2.416
C -1.606 -0.342 -1.600
C -2.120 0.097 -0.378
C -2.886 -0.805 0.469
C -3.467 -0.461 1.619
N -4.285 -1.395 2.362
O -5.233 -0.948 3.025
O -4.012 -2.602 2.307
C -1.890 1.426 -0.019
C -1.185 2.278 -0.833
H 0.913 4.439 -3.283
H -0.629 4.489 -2.405
H 0.867 3.934 -1.583
H -0.498 0.164 -3.355
H -1.771 -1.360 -1.903
H -3.021 -1.816 0.123
H -3.385 0.532 2.011
H -2.273 1.788 0.917
H -1.025 3.297 -0.527
F 4.462 0.762 1.330
C 4.240 -0.074 0.299
F 3.862 0.623 -0.788
F 5.350 -0.786 0.030
C 3.120 -1.026 0.676
C 3.071 -2.299 0.128
C 2.044 -3.164 0.465
C 1.064 -2.767 1.345
C 1.101 -1.484 1.904
S -0.069 -0.998 2.975
C 2.141 -0.616 1.553
H 3.852 -2.598 -0.554
H 2.017 -4.153 0.040
H 0.263 -3.435 1.619
H 2.191 0.376 1.974

Summary:
ΔE to the lowest compared entry with this formula, charge and spin ... 1.1 kcal/mol
Orbital gap ... 5.061 eV
LUMO energy ... 2.1 eV
Electronic energy ... -43421.6818 eV
Charge ... -1

=====

This record from OMol25 describes one molecule with the formula C3H5NO2 in a non-equilibrium geometry. The level of theory is ωB97M-V/def2-TZVPD.

Element x y z (Å)
O 0.609 0.518 -1.831
C -0.434 -0.325 -1.487
C -0.605 -0.248 0.010
N 0.351 0.402 0.551
C 0.606 0.394 1.924
O 0.042 -0.317 2.714
H -1.352 -0.113 -2.051
H -1.391 -0.769 0.564
H -0.204 -1.397 -1.657
H 0.939 0.780 -0.909
H 1.440 1.075 2.173

Summary:
ΔE to the lowest compared entry with this formula, charge and spin ... 44.3 kcal/mol
Orbital gap ... 9.892 eV
SMILES ... O=C/N=C/CO
LUMO energy ... -0.5 eV
Electronic energy ... -8775.7738 eV
Charge ... 0

=====

This record from OMol25 describes C3H8N3 as an isolated structure in a non-equilibrium geometry. The level of theory is ωB97M-V/def2-TZVPD.

Element x y z (Å)
C -0.853 1.360 -0.061
C -0.152 -1.756 -0.618
C 0.656 0.109 0.545
N 0.623 1.191 -0.395
N 0.890 -1.164 -0.210
N -0.708 0.090 0.698
H -1.284 2.220 0.645
H -1.570 1.441 -0.896
H -0.038 -2.524 -1.382
H -1.007 -1.203 -0.491
H 1.380 0.127 1.478
H 1.453 1.756 -0.549
H 1.835 -1.631 -0.359
H -1.226 -0.017 1.594

Summary:
ΔE to the lowest compared entry with this formula, charge and spin ... 96.8 kcal/mol
Orbital gap ... 9.242 eV
LUMO energy ... -4.7 eV
Electronic energy ... -7701.0826 eV
Charge ... +1

=====

This record from OMol25 describes a 2-piece molecular cluster, C5H5NO4S overall in a non-equilibrium geometry. The level of theory is ωB97M-V/def2-TZVPD.

Element x y z (Å)
C 0.970 -0.495 -2.138
C -0.887 1.653 0.331
C 1.447 1.955 0.537
C 0.651 -0.908 -0.822
C -1.191 -1.791 0.960
N 1.188 0.142 -3.086
O 1.471 2.935 -0.164
O -1.888 1.205 0.709
O 1.041 -2.309 -0.441
O 0.325 1.346 0.982
S -0.540 -2.235 -0.737
H -0.867 2.419 -0.536
H 2.296 1.296 0.676
H -2.245 -1.766 0.746
H -0.987 -2.615 1.721
H -0.782 -0.832 1.264

Summary:
ΔE to the lowest compared entry with this formula, charge and spin ... 80.8 kcal/mol
Orbital gap ... 8.486 eV
LUMO energy ... -0.6 eV
Electronic energy ... -25776.0659 eV
Charge ... 0

=====

This record from OMol25 describes C21H35BO2P2Re as an isolated structure in a non-equilibrium geometry. The level of theory is ωB97M-V/def2-TZVPD.

Element x y z (Å)
P 1.275 1.206 -2.158
P 1.027 -1.786 -0.872
C 2.656 0.005 -2.325
C 2.225 -1.469 -2.224
H 3.449 0.289 -1.615
H 3.048 0.179 -3.338
H 1.818 -1.839 -3.178
H 3.103 -2.095 -1.999
C 3.113 -2.709 1.112
H 2.787 -3.125 2.087
H 4.140 -2.315 1.241
H 3.127 -3.507 0.358
C 0.881 -3.626 -0.768
H 1.860 -4.101 -0.830
H 0.244 -4.057 -1.544
H 0.438 -3.853 0.206
C 2.254 2.824 -2.430
H 1.895 3.774 -1.817
H 2.221 3.108 -3.476
H 3.250 2.572 -2.080
C 0.500 0.820 -3.795
H -0.039 -0.141 -3.753
H 1.320 0.735 -4.527
H -0.196 1.621 -4.071
Re 0.542 2.852 -1.015
C -1.568 -1.559 0.334
C -1.153 -1.803 1.708
C 0.188 -1.907 2.242
C 1.329 -0.967 1.685
C 2.199 -1.592 0.602
C -0.738 -1.522 -1.027
C -1.817 -2.335 -1.789
C -2.349 -2.727 -0.429
C -1.329 2.940 -1.742
H -2.111 -0.588 0.299
H -1.949 -1.778 2.471
H 0.577 -2.946 2.290
H 0.098 -1.650 3.320
H 0.897 -0.005 1.376
H 2.006 -0.809 2.528
H 2.817 -0.811 0.099
H -0.751 -0.460 -1.408
H -1.536 -3.141 -2.490
H -2.425 -1.612 -2.374
H -3.435 -2.754 -0.341
H -1.867 -3.656 -0.089
H -2.019 2.272 -1.181
H -1.545 2.902 -2.827
H -1.515 3.988 -1.376
O -0.148 3.385 2.023
B -0.346 2.557 0.848
O -1.540 1.728 1.087
C -2.056 2.136 2.272
C -3.298 1.913 2.825
C -3.656 2.663 3.946
C -2.762 3.573 4.527
C -1.512 3.780 3.970
C -1.180 3.087 2.841
H -3.986 1.177 2.414
H -4.632 2.546 4.400
H -3.036 4.126 5.418
H -0.787 4.488 4.358

Summary:
ΔE to the lowest compared entry with this formula, charge and spin ... 24.0 kcal/mol
Orbital gap (alpha / beta) ... 5.246 / 5.111 eV
⟨S²⟩ ... 3.782
2S+1 ... 4
LUMO energy (alpha / beta) ... -7.7 / -8.1 eV
Electronic energy ... -47802.1925 eV
Charge ... +2

=====

This record from OMol25 describes B2CuH24O8 as an isolated structure in a non-equilibrium geometry. The level of theory is ωB97M-V/def2-TZVPD.

Element x y z (Å)
Cu 3.101 -11.437 16.932
B 5.001 -11.324 15.657
H 4.895 -12.486 15.654
H 5.874 -10.959 15.005
H 4.027 -10.870 15.199
H 5.053 -10.969 16.743
B 3.089 -9.172 17.604
H 2.945 -8.033 17.700
H 2.756 -9.607 16.595
H 4.184 -9.465 17.809
H 2.349 -9.644 18.364
O 4.020 -8.416 21.110
H 3.844 -8.472 20.164
H 4.980 -8.479 21.180
O 1.338 -5.870 19.932
H 1.105 -6.779 19.702
H 1.813 -5.944 20.767
O 5.952 -7.255 18.283
H 5.108 -7.697 18.130
H 6.000 -6.584 17.594
O 0.169 -8.372 18.412
H 0.931 -8.821 18.001
H -0.193 -7.809 17.718
O 4.164 -11.837 18.950
H 4.809 -12.545 18.817
H 4.496 -11.332 19.702
O 3.760 -7.504 15.200
H 3.662 -8.050 16.007
H 3.153 -6.770 15.333
O 1.301 -11.973 17.933
H 1.109 -11.765 18.858
H 0.584 -12.550 17.644
O 1.769 -11.375 15.140
H 0.813 -11.467 15.046
H 2.081 -11.052 14.283

Summary:
ΔE to the lowest compared entry with this formula, charge and spin ... 11.8 kcal/mol
Orbital gap (alpha / beta) ... 9.563 / 7.157 eV
⟨S²⟩ ... 0.753
2S+1 ... 2
LUMO energy (alpha / beta) ... -0.8 / -3.2 eV
Electronic energy ... -62757.0187 eV
Charge ... 0

=====

> electronic energy of number 6 (C21H35BO2P2Re)?

-47802.1925 eV